Formula: C5H13N3OP
Source: OMol25
Level of theory: ωB97M-V/def2-TZVPD

Geometry as XYZ:
```
23
Properties=species:S:1:pos:R:3:forces:R:3
C 0.502763 -2.349380 -0.856159 2.172 -2.372 -2.599
N -0.207536 -1.136556 -1.109222 -1.849 -1.518 -2.204
C -0.162980 -0.109178 -0.381926 6.003 0.945 5.101
N -0.942463 0.861736 -0.092811 -2.117 1.115 -1.414
C -0.566456 2.033637 0.668257 3.210 1.248 -2.224
C -2.221169 0.982674 -0.786882 -0.239 -0.183 -3.395
N 1.304873 -0.051659 0.558171 -2.740 0.237 -3.239
C 1.259594 -0.403963 1.967810 -1.027 0.607 0.315
P 2.675708 0.545658 -0.274035 -0.196 -0.649 0.988
O 2.452206 0.354818 -1.705733 -0.365 0.228 -0.533
H 0.315494 -3.169454 -1.682658 0.023 1.944 1.651
H 0.313169 -2.755676 0.085801 -0.930 -0.681 1.479
H 1.593764 -2.214949 -0.844826 -0.388 0.351 -0.412
H -0.992402 -1.246594 -1.745182 0.146 0.167 0.023
H 0.508832 2.278020 0.258878 -2.097 0.035 1.293
H -1.200145 2.871552 0.381253 -0.097 -0.248 0.234
H -0.534347 1.857544 1.707800 -0.135 -0.081 1.081
H -2.442171 1.861302 -1.530223 1.491 -1.270 1.366
H -2.390243 0.069218 -1.405010 -0.085 0.703 0.612
H -2.995896 1.073053 -0.110314 -1.519 -0.087 1.714
H 0.485103 0.267329 2.461820 0.998 -1.126 -0.136
H 0.973566 -1.494562 2.074324 0.628 1.292 0.287
H 2.270745 -0.124568 2.360867 -0.888 -0.655 0.010
```
Forces are in eV/Å.

Output
- Gap between HOMO and LUMO: 10.12 eV
- SMILES: C/[NH+]=C(/N(C)C)N(C)P=O
- HOMO energy: -13.7 eV
- E_tot: -778.8804 Eh
- Charge: +1

Atomic partial charges in e from the natural (NBO) method, atoms 1 to 8: -0.4262 -0.5412 0.7823 -0.3778 -0.4012 -0.4226 -0.8488 -0.4243